Record 1
{"formula": "C20H23BF2N6O6V", "method": "ωB97M-V with the def2-TZVPD basis set", "elements": ["V", "O", "C", "C", "C", "C", "C", "C", "C", "O", "N", "N", "C", "C", "C", "C", "C", "C", "N", "H", "H", "H", "H", "H", "H", "H", "H", "H", "H", "N", "C", "C", "C", "O", "O", "H", "H", "H", "H", "H", "H", "C", "C", "N", "O", "C", "C", "N", "O", "H", "H", "H", "H", "H", "H", "H", "F", "B", "F"], "coordinates": [[0.002, -0.117, 0.285], [1.997, 4.667, -1.421], [0.793, 5.245, -1.302], [0.558, 6.463, -1.947], [-0.681, 7.076, -1.860], [-1.703, 6.488, -1.121], [-1.460, 5.287, -0.465], [-0.227, 4.654, -0.538], [-0.031, 3.352, 0.193], [-0.852, 3.021, 1.081], [1.068, 2.724, -0.192], [1.221, 1.444, 0.321], [2.504, 1.057, 0.527], [2.670, -0.182, 1.122], [3.903, -0.716, 1.603], [3.900, -1.847, 2.345], [2.653, -2.493, 2.634], [1.512, -1.991, 2.101], [1.477, -0.876, 1.317], [1.887, 3.766, -0.939], [1.364, 6.903, -2.523], [-0.852, 8.013, -2.380], [-2.679, 6.955, -1.065], [-2.228, 4.795, 0.118], [3.339, 1.712, 0.311], [4.822, -0.186, 1.385], [4.829, -2.250, 2.734], [2.607, -3.383, 3.247], [0.559, -2.479, 2.272], [1.045, -0.620, -1.654], [0.741, 0.202, -2.837], [-0.727, 0.106, -3.219], [-1.698, 0.718, -2.212], [-2.743, 1.196, -2.647], [-1.355, 0.672, -0.977], [2.043, -0.749, -1.521], [0.626, -1.543, -1.770], [1.350, -0.116, -3.689], [1.000, 1.240, -2.613], [-1.006, -0.948, -3.317], [-0.904, 0.597, -4.175], [-3.342, -0.401, 2.744], [-2.249, -0.700, 1.758], [-1.082, 0.059, 1.741], [-0.961, 1.025, 2.758], [-2.320, -1.719, 0.881], [-3.555, -2.533, 0.632], [-1.117, -1.928, 0.118], [-1.363, -2.482, -1.284], [-3.201, 0.599, 3.145], [-3.327, -1.112, 3.576], [-4.319, -0.463, 2.259], [-0.857, 1.858, 2.228], [-4.025, -2.843, 1.570], [-3.309, -3.427, 0.065], [-4.292, -1.966, 0.054], [0.724, -3.481, -0.564], [-0.645, -3.296, -0.347], [-1.208, -4.475, 0.133]], "forces_ev_per_a": [[0.296, 1.247, -0.902], [0.074, 0.418, -0.206], [0.198, 0.046, -0.079], [0.013, -0.002, -0.003], [-0.017, -0.051, 0.048], [0.015, -0.039, 0.015], [-0.047, 0.106, -0.018], [-0.158, -0.031, 0.068], [-0.157, 0.210, 0.312], [0.037, 0.190, -0.270], [-0.028, -0.535, 0.198], [0.004, -0.361, -0.250], [0.007, 0.036, 0.156], [-0.123, 0.212, -0.156], [-0.004, -0.071, -0.032], [-0.049, -0.121, 0.121], [0.229, -0.075, 0.112], [-0.090, 0.207, -0.164], [0.911, -0.407, 0.188], [0.041, -0.202, -0.054], [-0.006, -0.024, 0.011], [-0.003, -0.004, 0.010], [-0.006, -0.001, 0.008], [0.012, 0.007, 0.005], [-0.033, 0.139, 0.008], [0.000, 0.032, -0.018], [-0.020, -0.023, -0.004], [0.036, 0.004, -0.018], [-0.029, 0.067, -0.065], [-0.598, -0.649, 0.132], [0.067, 0.142, 0.163], [0.098, -0.105, 0.107], [0.026, 0.021, 0.244], [-0.069, -0.013, 0.058], [0.055, 0.113, -0.324], [0.040, 0.156, 0.100], [0.189, -0.035, -0.162], [0.082, -0.026, -0.086], [0.021, 0.015, 0.079], [-0.016, 0.013, -0.043], [0.051, -0.011, -0.062], [0.004, 0.106, -0.143], [0.123, -0.019, 0.215], [-0.816, 0.262, 0.778], [-0.156, -0.558, 0.154], [-0.036, -0.134, -0.298], [0.073, -0.090, -0.011], [-0.195, -0.305, -0.017], [0.009, -0.005, 0.328], [-0.020, 0.003, 0.012], [-0.011, 0.011, 0.012], [0.026, -0.011, 0.032], [0.098, 0.023, -0.208], [-0.002, 0.008, -0.010], [-0.018, -0.002, 0.015], [-0.003, 0.000, 0.008], [-0.112, 0.058, -0.016], [0.000, -0.041, -0.097], [-0.015, 0.101, 0.023]], "lowdin_spin": [0.81, 0.00, 0.00, 0.00, 0.00, 0.00, 0.00, 0.00, 0.01, 0.01, 0.01, 0.08, 0.01, 0.03, 0.00, 0.02, 0.02, 0.01, 0.04, 0.00, 0.00, 0.00, 0.00, 0.00, 0.00, 0.00, 0.00, 0.00, 0.00, 0.00, 0.00, 0.00, 0.00, 0.01, 0.00, 0.00, 0.00, 0.00, 0.00, 0.00, 0.00, 0.00, 0.00, -0.05, -0.01, -0.02, 0.00, 0.00, -0.01, 0.00, 0.00, 0.00, 0.00, 0.00, 0.00, 0.00, 0.00, 0.00, 0.00], "e_homo_ev": [-0.41, -0.53], "spin_multiplicity": 2, "orbital_gap_ev": [5.331, 5.443], "total_charge": -2, "energy_ev": -74143.3170, "e_above_lowest_ev": 0.000, "molar_mass_da": 543.19}

Record 2
{"formula": "C7H10N2O2", "method": "ωB97M-V with the def2-TZVPD basis set", "elements": ["C", "C", "C", "C", "C", "C", "C", "N", "N", "O", "O", "H", "H", "H", "H", "H", "H", "H", "H", "H", "H"], "coordinates": [[3.422, -0.237, -0.069], [1.265, 0.243, 0.304], [1.845, 1.277, -0.378], [-0.736, 1.333, 0.321], [-2.255, 1.270, 0.435], [-1.103, -1.787, -0.731], [-0.618, -1.133, 0.607], [3.136, 1.025, -0.594], [-0.054, 0.183, 0.432], [4.390, -0.906, -0.056], [2.167, -0.709, 0.533], [1.450, 2.225, -0.856], [-0.121, 2.193, 0.036], [-2.629, 0.373, -0.147], [-2.475, 2.228, -0.107], [-2.705, 1.123, 1.357], [-1.668, -1.067, -1.364], [-0.186, -2.013, -1.303], [-1.792, -2.734, -0.561], [-1.458, -1.001, 1.344], [0.125, -1.886, 0.795]], "forces_ev_per_a": [[-1.713, 1.911, -0.356], [0.903, 1.021, -1.142], [2.316, 1.746, -1.450], [-1.720, -1.214, 0.753], [1.788, 0.384, -4.041], [-1.306, 0.055, -0.422], [-2.628, -0.902, -0.395], [0.433, -0.612, 0.155], [0.332, -0.273, 0.420], [0.665, -0.631, 0.190], [-0.031, -1.092, 0.272], [0.357, -1.551, 0.859], [-1.035, -0.313, 0.588], [0.255, 1.214, 0.152], [-0.997, -0.946, 0.808], [-0.497, 0.470, 2.156], [0.156, -0.522, 0.419], [-0.563, -0.345, 0.175], [1.713, 1.923, -0.217], [1.022, -0.766, -0.507], [0.549, 0.442, 1.586]], "mulliken_charge": [0.33, 0.71, -0.01, 0.02, -1.10, -1.00, -0.76, -0.64, 0.19, -0.50, -0.46, 0.31, 0.32, 0.27, 0.28, 0.33, 0.30, 0.34, 0.29, 0.44, 0.34], "e_homo_ev": [-7.41, -7.45], "spin_multiplicity": 1, "orbital_gap_ev": [6.642, 7.266], "energy_ev": -14493.0225, "e_above_lowest_ev": 4.034, "molar_mass_da": 154.17}

Record 3
{"formula": "C2H12BeO6", "method": "ωB97M-V with the def2-TZVPD basis set", "elements": ["Be", "O", "C", "C", "O", "H", "H", "H", "H", "O", "H", "H", "O", "H", "H", "O", "H", "H", "O", "H", "H"], "coordinates": [[-0.482, 0.692, 0.369], [-0.991, 0.829, 1.820], [-0.762, -0.516, 2.220], [0.297, -1.082, 1.346], [-0.114, -0.786, 0.053], [-1.620, -1.098, 2.141], [-0.465, -0.573, 3.253], [0.447, -2.139, 1.541], [1.270, -0.596, 1.504], [0.159, 0.180, -2.732], [-0.383, 0.659, -3.296], [-0.446, -0.432, -2.320], [-1.676, 1.188, -0.707], [-2.052, 2.076, -0.537], [-2.461, 0.664, -0.829], [2.040, -1.589, -1.237], [1.285, -1.228, -0.785], [2.036, -1.373, -2.185], [0.907, 1.684, 0.105], [1.469, 1.983, 0.828], [1.542, 1.454, -0.546]], "forces_ev_per_a": [[-0.264, -0.200, 0.278], [0.308, -0.279, -0.332], [1.241, 1.527, 1.194], [0.554, -0.578, 0.314], [-0.350, 0.291, -1.150], [-1.889, -1.141, -0.373], [0.233, 0.136, 0.784], [-0.012, -0.453, -0.188], [0.137, 0.011, 0.482], [1.622, -1.012, 1.151], [-1.398, 1.579, -1.807], [0.016, -0.551, 0.595], [-0.491, 1.894, -0.634], [0.550, -0.422, 0.069], [-0.273, -0.923, 0.164], [2.098, -0.707, -1.087], [-1.457, 0.542, 0.060], [-0.430, 0.079, 0.819], [-0.245, 1.017, 0.726], [-0.576, 0.007, 0.548], [0.625, -0.816, -1.612]], "mulliken_charge": [-0.21, -0.41, -0.51, -0.22, -0.73, 0.27, 0.35, 0.41, 0.16, -0.57, 0.27, 0.28, -0.25, 0.34, 0.35, -0.68, 0.44, 0.30, -0.28, 0.34, 0.35], "e_homo_ev": -8.63, "spin_multiplicity": 1, "orbital_gap_ev": 8.343, "energy_ev": -14957.7839, "e_above_lowest_ev": 0.053, "molar_mass_da": 141.12}